266
Properties=species:S:1:pos:R:3:forces:R:3 method="wB97M-V/def2-TZVPD" orbital_gap_ev=7.76 homo_energy_ev=-7.3870 smiles="CN(C)P(=O)(N(C)C)N(C)C.CN(C)P(=O)(N(C)C)N(C)C.CN(C)P(=O)(N(C)C)N(C)C.CN(C)P(=O)(N(C)C)N(C)C.CC1(C)CCCC(C)(C)N1O.CC1(C)CCCC(C)(C)N1O.CC1(C)CCCC(C)(C)N1O.CN(C)C=O.CN(C)C=O.CN(C)C=O.CN(C)C=O.CN(C)C=O" relative_energy_kcal_mol=0.00 total_energy_ha=-5976.4449
C 13.754452 4.938044 10.605269 -0.03 -0.06 -0.10
O 13.263113 3.845408 10.371220 0.20 0.13 0.33
N 13.978339 5.448687 11.833369 -0.59 1.04 0.25
C 14.355291 6.826996 12.074787 1.86 0.18 -0.15
C 13.515917 4.749028 13.029488 0.15 -0.46 -0.91
H 14.076104 5.556551 9.755140 0.12 0.40 0.30
H 14.842024 7.326299 11.232274 -0.16 -0.49 -0.36
H 15.166988 6.718343 12.801184 -0.18 0.57 0.28
H 13.616068 7.556108 12.413218 -0.54 -0.66 0.22
H 14.296788 4.584208 13.771396 0.29 0.07 -0.31
H 12.732988 5.316603 13.532780 -0.34 -0.26 -0.23
H 13.224056 3.799761 12.579321 -0.53 -0.17 0.88
C 20.461017 3.863948 17.562677 -0.94 0.74 -0.20
O 20.066260 3.378267 18.604613 0.23 -0.20 -0.18
N 20.865546 5.153774 17.402895 0.47 -0.83 0.34
C 20.961687 6.006051 18.562696 -0.33 1.07 -0.20
C 21.458692 5.539317 16.153478 -0.13 1.71 -0.68
H 20.359205 3.404605 16.564484 0.27 -0.56 0.22
H 21.909761 6.546414 18.606789 0.30 -0.52 0.12
H 20.731013 5.446692 19.462738 0.30 -0.15 -0.02
H 20.237808 6.828843 18.509123 -0.25 -0.17 -0.14
H 21.420977 4.763167 15.394178 0.14 -0.24 0.28
H 20.944629 6.402953 15.707116 -0.44 -0.18 0.10
H 22.461592 5.968641 16.247053 0.28 -0.70 0.30
C 16.433043 5.187665 15.300706 0.29 1.44 -2.26
O 16.853212 5.471336 14.166768 0.17 -1.31 0.60
N 16.156517 6.185553 16.137179 -0.48 0.62 1.41
C 16.448201 7.577820 15.815934 -0.98 0.24 -0.41
C 15.362619 5.967168 17.335385 0.85 -0.23 0.72
H 16.201282 4.163995 15.616086 -0.03 0.07 0.20
H 17.392383 8.007298 16.149203 0.33 -0.62 -0.04
H 15.681234 8.180823 16.303285 -0.04 -0.02 0.02
H 16.308951 7.727768 14.747130 0.37 -0.01 -0.03
H 16.028253 5.931575 18.205765 -0.12 -0.34 0.06
H 14.706626 6.806063 17.559962 -0.26 -0.07 -0.51
H 14.799244 5.041277 17.240260 -0.06 0.05 0.16
C 16.624116 -5.760330 16.530917 0.24 0.60 0.42
O 15.994277 -6.413224 15.730531 -0.19 -0.17 -0.10
N 16.703327 -4.402596 16.531774 -0.42 0.31 0.12
C 17.769923 -3.634188 17.167200 0.36 -0.18 0.37
C 16.129368 -3.629910 15.456586 0.38 0.92 -1.10
H 17.179177 -6.199211 17.376470 0.04 -0.10 -0.05
H 17.458228 -2.596729 17.270601 -0.12 0.00 -0.17
H 18.679677 -3.660217 16.559816 0.01 0.09 -0.07
H 18.042613 -3.924906 18.182784 -0.29 -0.54 -0.09
H 16.906787 -3.485913 14.691969 -0.12 -0.07 -0.14
H 15.232596 -3.940516 14.924544 0.05 -0.89 0.54
H 15.919473 -2.616873 15.801740 -0.08 -0.12 0.32
C 13.045561 -0.327159 10.055771 0.64 0.46 -0.58
O 13.438009 -1.480681 10.019395 -0.49 -0.27 0.30
N 11.828002 0.155621 9.767471 -0.84 0.83 0.24
C 11.692569 1.579153 9.374923 1.12 -0.85 -1.30
C 10.665139 -0.685642 9.394892 2.02 1.25 -0.05
H 13.755645 0.498511 10.255426 -0.15 -0.07 0.09
H 11.942443 1.554584 8.306568 -0.59 0.31 -0.29
H 12.464958 2.265062 9.724838 -0.40 -0.53 0.77
H 10.691290 1.982432 9.488236 -0.05 -0.18 0.37
H 11.067190 -1.695376 9.435085 -0.82 -0.27 0.32
H 9.885549 -0.334863 10.067615 -0.41 -0.88 -0.04
H 10.427981 -0.410409 8.365379 -0.30 -0.27 -0.03
O 11.696906 2.696969 15.828175 -0.44 -0.14 -0.22
P 11.209678 1.305361 15.690803 -0.90 -0.17 -0.25
N 10.733398 0.892103 14.118719 0.03 -0.28 0.10
C 10.599921 -0.518237 13.771453 0.54 -0.58 -0.76
C 10.996863 1.676660 12.928786 0.57 0.69 -0.29
N 9.904492 0.957879 16.729750 0.53 0.99 0.25
C 9.018579 -0.194836 16.602801 1.79 -0.40 -0.15
C 9.217344 2.155393 17.273390 0.71 -0.63 -0.16
N 12.330583 0.154545 16.010175 0.74 -2.27 -0.24
C 13.480543 0.009547 15.118068 0.14 1.90 -0.48
C 12.632604 -0.395948 17.319321 -0.78 0.78 1.62
H 10.174079 -1.173026 14.523521 0.19 0.26 0.30
H 11.570013 -0.923529 13.452734 0.11 -0.12 0.34
H 10.005006 -0.696447 12.868727 -0.38 0.62 0.10
H 10.115889 1.654395 12.284801 -0.10 0.41 0.05
H 11.822942 1.351356 12.279797 0.06 -0.87 0.32
H 11.361544 2.681860 13.144992 -0.81 0.15 0.40
H 8.635049 -0.292843 15.585805 -0.78 0.15 0.29
H 9.644430 -1.080262 16.769883 -0.22 -0.16 -0.05
H 8.313643 -0.165495 17.427697 -0.42 0.02 -0.38
H 9.992913 2.822275 17.642188 -0.24 0.42 -0.40
H 8.572951 2.574245 16.498940 -0.02 0.49 0.22
H 8.624219 1.886969 18.147842 -0.11 -0.26 -0.12
H 14.201353 0.752439 15.474826 0.62 -0.66 0.19
H 13.882989 -0.993344 15.001671 -0.10 -0.12 0.47
H 13.340607 0.404263 14.105810 -0.74 -0.24 0.00
H 12.880469 0.395105 18.041158 0.02 0.12 -0.07
H 13.471204 -1.083574 17.416536 0.04 -0.08 -0.92
H 11.769940 -0.901141 17.760688 -0.05 -0.04 -0.19
O 16.302785 -2.081156 21.104057 -0.08 -0.48 -0.01
P 16.539804 -0.758937 21.687575 0.23 3.11 -0.74
N 17.712892 -0.732307 22.837398 0.47 0.21 0.91
C 18.149905 0.465657 23.570364 0.58 -0.94 1.68
C 18.809284 -1.644013 22.531383 -0.40 -1.35 -0.75
N 15.250479 0.120996 22.385013 0.10 -0.06 -0.44
C 14.141736 0.343499 21.423415 0.16 -0.92 1.00
C 14.807828 -0.235105 23.739887 1.21 -1.03 -0.36
N 17.182644 0.352435 20.518963 -1.12 -0.85 0.94
C 16.930880 1.782177 20.620571 0.73 0.07 0.17
C 17.457762 -0.106881 19.169545 0.62 0.96 0.27
H 19.233199 0.614765 23.543232 -0.06 0.35 -1.24
H 18.151855 0.221212 24.643353 -0.79 0.05 0.14
H 17.606346 1.396193 23.463516 -0.18 -0.15 -0.54
H 18.572443 -2.677576 22.806117 0.10 0.21 0.78
H 19.749766 -1.313364 22.957791 -0.04 -0.03 0.05
H 18.913603 -1.822999 21.452913 0.33 0.74 -0.10
H 13.217468 0.488823 21.984528 0.19 0.83 0.09
H 14.435866 1.185945 20.806155 -0.58 -0.17 -0.44
H 13.870505 -0.594739 20.925118 0.49 0.24 -0.75
H 14.679631 -1.323910 23.741668 -0.49 0.06 0.59
H 15.618864 -0.009085 24.434285 -0.16 0.02 0.11
H 13.909509 0.283247 24.060737 -0.05 0.09 -0.30
H 16.178338 2.127652 19.902945 0.09 0.05 -0.19
H 16.609329 2.092873 21.611363 -0.22 -0.35 0.04
H 17.878163 2.307565 20.470854 -0.11 0.15 -0.43
H 16.602954 0.185675 18.550498 0.00 -0.87 -0.46
H 17.829342 -1.128118 19.185130 -0.92 -0.31 -0.20
H 18.324251 0.425514 18.756307 -0.09 0.40 0.17
O 24.345527 -1.036325 11.991233 -0.01 -0.38 0.11
P 23.200495 -1.957280 11.859978 -1.86 0.46 -0.51
N 22.088628 -1.613169 10.608758 -0.86 0.10 1.29
C 22.347740 -1.828503 9.222510 0.83 0.18 -1.14
C 21.018547 -0.615946 10.802255 1.13 -0.07 -0.74
N 22.169881 -1.919911 13.199048 0.52 -0.95 0.60
C 22.747195 -1.499094 14.497322 0.49 1.48 -1.64
C 20.821452 -2.486345 13.320007 0.07 1.22 0.40
N 23.597382 -3.514104 11.528798 1.05 -0.84 -0.18
C 22.627810 -4.605302 11.609732 -0.65 0.46 0.19
C 24.832226 -3.898382 10.830830 -0.05 0.89 -0.22
H 21.466789 -1.764357 8.573361 -0.47 -0.46 0.57
H 22.837831 -2.777883 8.998317 -0.06 -0.07 0.24
H 22.969617 -1.044262 8.755237 0.34 0.04 0.36
H 21.017580 -0.276356 11.832803 -0.34 0.03 -0.03
H 20.062382 -1.014539 10.453650 -0.10 -0.09 0.31
H 21.267836 0.221350 10.140244 -0.22 0.36 0.31
H 21.972865 -1.196961 15.199382 -0.16 -0.65 0.13
H 23.529368 -2.145620 14.889291 -0.32 -0.31 0.27
H 23.220264 -0.544875 14.242493 0.43 -0.09 0.40
H 20.628037 -3.313119 14.015121 0.91 -0.74 -0.53
H 20.303222 -1.714796 13.898015 -0.52 0.09 -0.72
H 20.410039 -2.639295 12.326631 -0.35 -0.26 0.22
H 22.188538 -4.748338 12.601274 0.53 0.05 0.25
H 21.722940 -4.415728 11.020856 0.26 -0.13 -0.49
H 23.141428 -5.515144 11.312170 -0.24 -0.11 -0.07
H 24.636313 -4.216941 9.802764 -0.26 -0.57 0.12
H 25.373103 -4.650368 11.401061 0.03 -0.18 -0.13
H 25.496601 -3.052074 10.650683 -0.11 0.21 0.62
O 19.171780 -4.486906 11.077406 0.87 0.02 -0.23
P 18.063663 -5.325371 10.599895 -1.78 -1.28 0.31
N 17.342997 -6.117375 11.907340 0.30 1.96 -0.11
C 16.230172 -7.034281 11.768646 0.65 -1.10 -0.02
C 18.210430 -6.386559 13.062341 -0.64 -0.09 -0.23
N 18.456020 -6.487095 9.436071 0.97 0.84 0.17
C 19.811327 -6.459994 8.869302 -0.65 0.79 -0.29
C 17.488659 -7.347307 8.754214 0.19 0.22 0.88
N 16.794362 -4.495147 9.890033 -0.43 -0.21 0.10
C 17.206675 -3.651997 8.775663 0.42 0.72 -0.14
C 15.895940 -3.689532 10.738108 0.35 0.42 -0.13
H 15.562287 -7.227665 12.614717 0.44 0.93 0.57
H 16.732153 -8.009658 11.661653 -0.72 -0.32 -0.72
H 15.556299 -6.750240 10.963381 0.37 -0.18 -0.34
H 18.686067 -7.361522 12.906529 -0.13 -0.21 0.55
H 17.535130 -6.318021 13.914683 0.31 -0.65 0.28
H 19.011227 -5.672295 13.240099 -0.16 0.31 -0.56
H 19.767211 -6.128176 7.824741 -0.09 -0.42 -0.23
H 20.371501 -5.645804 9.328363 0.18 -0.41 0.45
H 20.314320 -7.423070 8.930628 0.11 0.00 0.12
H 17.466629 -8.336725 9.217720 0.08 -0.14 -0.15
H 16.493313 -6.925780 8.882760 -0.03 0.05 -0.37
H 17.767386 -7.450414 7.706456 -0.18 0.12 -0.09
H 17.535560 -2.683795 9.176764 -0.09 0.13 -0.04
H 18.078722 -3.977880 8.206653 -0.16 -0.65 0.11
H 16.391591 -3.444216 8.080550 -0.12 -0.20 0.06
H 14.970505 -3.434318 10.220032 -0.01 -0.31 -0.08
H 16.388573 -2.727433 10.904038 -0.04 0.05 0.20
H 15.677040 -4.123495 11.710509 0.08 -0.35 -0.14
C 23.754932 4.369577 12.943437 1.31 1.77 -0.20
C 22.896600 3.574768 11.929833 0.19 0.38 2.50
C 21.387792 3.795997 12.253209 0.00 0.30 -0.32
C 20.698255 4.875452 11.412253 -0.03 -0.36 0.01
C 21.260606 4.971625 9.974835 -1.07 0.22 0.67
C 22.790892 5.066012 9.813542 -1.26 -1.29 0.72
N 23.270941 3.868105 10.552626 -0.91 -0.03 -0.78
O 24.635732 3.624123 10.301558 0.32 0.22 0.32
C 23.135717 4.852747 8.338484 -0.87 0.62 -0.03
C 23.150222 6.436899 10.365014 0.63 0.20 -0.94
C 23.167835 2.116923 12.222825 0.18 -1.05 -0.20
H 24.831240 4.279224 12.754405 -0.10 -0.58 -0.25
H 23.681832 4.237977 14.025610 -0.68 -0.72 -0.15
H 23.669962 5.457648 12.822924 -0.51 -0.08 -0.08
H 20.872015 2.833991 12.213716 -0.11 0.04 -0.59
H 21.256503 4.049423 13.308110 0.40 0.09 0.03
H 20.632529 5.832981 11.936027 0.57 0.11 -0.06
H 19.640474 4.619030 11.308593 0.00 -0.13 -0.01
H 20.795860 5.892213 9.610216 0.12 -0.15 -0.64
H 20.808023 4.104265 9.487607 0.46 0.03 -0.51
H 24.188537 4.911816 8.076008 0.04 0.10 0.18
H 22.708298 3.919347 7.975784 0.24 -0.22 0.27
H 22.559513 5.612476 7.799474 0.35 0.18 -0.19
H 22.734859 6.542911 11.362577 0.63 0.13 0.19
H 24.218387 6.607578 10.207834 0.10 0.03 0.89
H 22.691070 7.232161 9.769946 -0.24 -0.22 -0.17
H 22.997132 1.742131 13.236827 -0.18 0.84 0.32
H 24.219189 1.882526 12.055773 -0.17 -0.29 -0.44
H 22.463246 1.507091 11.653526 0.56 -0.13 -0.50
H 24.632533 2.829391 9.757008 -0.01 -0.02 0.07
C 17.113267 1.251147 15.591230 -0.58 -0.94 0.04
C 17.962572 0.650212 14.479281 0.03 1.16 -1.67
C 17.465372 -0.762868 14.078839 0.41 0.17 1.46
C 16.501846 -0.937805 12.934049 0.25 1.37 0.87
C 16.993475 -0.119795 11.754936 1.55 -0.85 -0.29
C 17.108297 1.377433 12.100898 -2.26 0.66 -0.22
N 17.921597 1.543923 13.300666 0.63 -1.44 -0.69
O 18.405611 2.823641 13.633228 -0.33 0.31 -0.53
C 17.698742 2.155073 10.924380 1.07 0.77 0.44
C 15.623044 1.872349 12.234682 0.04 0.88 0.53
C 19.421190 0.572221 14.913695 0.53 -0.21 1.68
H 17.402343 2.266503 15.848563 0.22 -0.14 0.22
H 17.136667 0.540611 16.420597 0.25 0.47 0.41
H 16.062906 1.240954 15.293737 0.07 0.23 -0.20
H 18.340982 -1.401553 13.958944 -0.08 -0.03 -0.23
H 16.948807 -1.114693 14.974414 0.23 -0.18 0.09
H 15.562972 -0.474844 13.258614 -0.27 -0.36 -0.17
H 16.371370 -2.014456 12.863361 -0.18 0.10 -0.77
H 16.420868 -0.403783 10.869275 -0.28 0.86 -0.12
H 18.031955 -0.359285 11.485185 -0.03 -0.60 0.18
H 18.751900 1.870949 10.834430 -0.16 -0.38 -0.72
H 17.105308 2.160654 10.010466 0.10 -0.90 -0.08
H 17.789163 3.237674 11.082807 -0.27 -0.06 0.68
H 15.516855 2.936828 12.003503 0.21 0.03 -0.12
H 14.954764 1.353324 11.547169 0.09 -0.04 0.12
H 15.232186 1.802919 13.253714 0.01 -0.38 -0.03
H 20.142342 0.156372 14.214431 -0.38 0.09 -0.42
H 19.480343 -0.038976 15.826727 -0.11 -0.37 -0.16
H 19.859664 1.496647 15.298020 -0.40 0.38 -0.48
H 17.716260 3.456308 13.380381 -0.09 0.24 0.35
C 17.249834 0.253290 7.270246 -0.22 -0.41 0.49
C 18.516679 -0.013439 6.449585 0.59 -0.14 -1.99
C 18.217619 0.024292 4.904893 -1.51 0.49 0.30
C 18.106405 1.424552 4.350189 0.58 -0.71 0.38
C 19.431413 2.122989 4.607308 -1.60 0.58 -1.24
C 19.873873 2.197637 6.052541 0.41 -0.69 0.47
N 19.671568 0.880731 6.710874 0.10 -1.19 -1.58
O 20.023015 0.870646 8.069319 -0.30 0.51 0.25
C 21.404821 2.450316 5.975746 -0.67 0.08 0.45
C 19.142864 3.278434 6.849069 0.32 0.94 0.15
C 19.013158 -1.448210 6.617267 0.19 -0.64 1.09
H 17.019921 1.304652 7.436237 0.17 0.06 -0.11
H 17.311545 -0.237371 8.246043 0.30 0.28 0.15
H 16.358261 -0.211585 6.840778 0.15 0.05 -0.37
H 18.887400 -0.566301 4.279890 0.35 -0.02 0.39
H 17.212678 -0.394011 4.775487 0.21 -0.51 0.13
H 17.239056 1.904309 4.812128 0.15 0.33 -0.08
H 17.973754 1.381710 3.266879 -0.32 0.07 0.05
H 19.206346 3.093348 4.147648 0.88 0.48 0.60
H 20.164109 1.666512 3.940344 0.18 -0.20 0.32
H 21.559096 3.508310 5.758980 0.20 -0.01 0.01
H 21.877566 2.187647 6.921258 0.05 0.16 0.02
H 21.842472 1.855544 5.177541 0.05 -0.08 0.07
H 18.455115 3.889135 6.259979 -0.06 -0.21 -0.15
H 18.603184 2.879777 7.704806 0.06 -0.07 0.00
H 19.891942 3.978511 7.229342 -0.17 0.05 0.22
H 19.854540 -1.696623 5.970284 0.15 0.44 0.00
H 18.280257 -2.228694 6.395681 -0.42 0.35 0.04
H 19.322625 -1.613299 7.654898 0.01 -0.10 0.00
H 20.717889 0.206864 8.142014 0.08 0.08 -0.08